1.
H26O13 | ωB97M-V with the def2-TZVPD basis set

Last column: Löwdin charge in e.
Cartesian coordinates (Å):
O1 3.25 1.27 1.56  -0.094
H1 3.30 2.19 1.09  0.122
H2 4.04 0.83 1.27  0.013
O2 -0.49 -3.23 -0.19  -0.025
H3 -1.02 -2.64 -0.52  -0.087
H4 0.36 -2.99 0.35  0.072
O3 -1.62 2.65 -3.10  -0.108
H5 -2.09 1.88 -2.55  0.059
H6 -0.80 2.47 -2.67  -0.067
O4 0.22 0.70 -0.26  -0.009
H7 -0.11 1.48 -0.05  -0.061
H8 0.97 0.26 0.19  0.045
O5 2.20 -0.94 3.92  0.037
H9 2.79 -0.53 3.41  -0.054
H10 1.39 -0.73 3.55  -0.014
O6 0.57 2.89 -1.28  -0.132
H11 1.21 3.52 -1.79  0.119
H12 0.54 2.10 -1.95  0.090
O7 3.31 -1.02 -0.11  -0.120
H13 2.46 -0.50 0.31  0.070
H14 3.37 -1.75 0.58  0.067
O8 0.95 -0.87 -2.86  -0.083
H15 1.15 -0.70 -1.90  0.021
H16 1.18 -1.68 -3.35  0.064
O9 -2.09 1.59 1.22  -0.006
H17 -2.12 0.80 0.75  -0.050
H18 -1.71 2.20 0.64  0.010
O10 0.54 -2.81 2.48  -0.136
H19 0.88 -3.17 3.40  0.113
H20 0.53 -3.66 1.94  0.063
O11 -2.04 0.07 -2.37  -0.091
H21 -1.39 -0.59 -2.14  0.001
H22 -2.24 -0.39 -3.29  0.151
O12 -4.08 1.32 -0.34  -0.056
H23 -3.73 2.20 -0.25  0.028
H24 -3.17 1.09 -0.62  -0.012
O13 -2.06 -1.24 1.45  -0.052
H25 -1.38 -0.85 1.97  0.018
H26 -3.04 -1.23 1.54  0.091

Computed properties:
Total charge: 0
Frontier orbital gap, eV: 10.13
Relative energy (zero: lowest compared OMol25 entry of this formula, charge and spin), kcal per mole: 169.55
E_HOMO, eV: -10.518


2.
H26O13 | ωB97M-V with the def2-TZVPD basis set

Last column: Löwdin charge in e.
Cartesian coordinates (Å):
H1 0.48 0.76 0.66  0.052
H2 0.46 -0.43 -0.29  0.035
H3 3.92 -1.03 2.73  0.042
H4 2.42 -1.11 2.96  0.025
H5 -2.72 2.76 -0.78  -0.020
H6 -2.65 3.90 -1.79  0.034
H7 -0.62 0.52 -4.51  0.023
H8 -1.51 -0.20 -3.51  -0.036
H9 5.12 0.95 2.25  0.049
H10 4.13 1.58 3.21  0.047
H11 -1.34 -4.37 1.27  0.046
H12 -0.81 -3.01 0.87  -0.007
H13 0.50 1.27 -2.11  0.092
H14 0.63 -0.24 -2.17  0.069
H15 -2.43 2.40 1.90  0.058
H16 -3.44 1.66 1.04  0.055
H17 -2.70 -0.83 -2.18  0.042
H18 -1.74 -1.88 -1.66  0.039
H19 1.73 3.39 0.54  0.030
H20 2.87 2.64 1.22  -0.007
H21 2.47 -2.32 -0.99  0.043
H22 1.86 -2.26 0.40  0.013
H23 -2.91 -0.84 -0.26  0.019
H24 -3.77 -1.97 -0.81  0.045
H25 0.03 -0.97 1.23  -0.012
H26 0.10 -0.32 2.61  0.053
O1 0.14 0.48 -0.19  -0.099
O2 3.07 -0.75 2.36  -0.069
O3 -2.14 3.15 -1.45  -0.067
O4 -1.55 0.35 -4.30  -0.082
O5 4.30 1.46 2.27  -0.057
O6 -1.01 -3.88 0.51  -0.055
O7 -0.01 0.46 -1.99  -0.093
O8 -2.68 2.25 0.99  -0.045
O9 -2.32 -1.69 -2.41  -0.048
O10 2.59 2.99 0.37  -0.059
O11 2.61 -1.95 -0.11  -0.048
O12 -3.26 -1.71 -0.03  -0.061
O13 0.17 -1.17 2.16  -0.047

Computed properties:
Total charge: 0
Frontier orbital gap, eV: 8.56
Relative energy (zero: lowest compared OMol25 entry of this formula, charge and spin), kcal per mole: 152.84
E_HOMO, eV: -8.788


3.
H26O13 | ωB97M-V with the def2-TZVPD basis set

Last column: Löwdin charge in e.
Cartesian coordinates (Å):
O1 1.19 -2.86 -1.78  -0.081
H1 0.71 -2.02 -1.87  -0.030
H2 1.09 -3.41 -2.59  0.052
O2 2.51 0.16 2.21  -0.050
H3 2.77 0.12 1.27  0.055
H4 3.35 0.22 2.65  0.039
O3 -0.73 1.39 2.47  -0.007
H5 -0.67 2.32 2.68  0.061
H6 -1.04 1.02 3.27  0.041
O4 -2.81 1.42 0.87  -0.025
H7 -3.11 1.59 1.72  0.023
H8 -1.88 1.34 0.94  -0.029
O5 2.08 1.90 -2.12  -0.026
H9 1.15 1.97 -2.20  -0.005
H10 2.34 1.71 -1.21  0.022
O6 0.46 -2.01 1.29  -0.047
H11 1.34 -1.74 1.60  0.049
H12 0.48 -2.94 1.09  0.063
O7 -0.32 -0.83 -2.58  -0.047
H13 -1.07 -0.66 -2.00  0.064
H14 -0.81 -1.31 -3.25  0.099
O8 -2.50 -1.72 -0.06  -0.070
H15 -2.97 -0.85 -0.01  0.042
H16 -2.95 -2.27 0.58  0.029
O9 2.38 -0.70 -4.24  -0.069
H17 2.44 -1.62 -3.99  0.006
H18 1.83 -0.27 -3.54  0.017
O10 1.49 2.76 0.83  -0.083
H19 0.82 2.12 0.52  -0.016
H20 1.36 2.85 1.79  0.026
O11 0.35 0.39 -0.33  -0.033
H21 0.19 0.02 -1.21  -0.005
H22 0.14 -0.33 0.24  0.000
O12 -1.25 3.02 -0.74  -0.035
H23 -1.95 3.66 -0.56  0.055
H24 -1.74 2.25 -0.57  -0.038
O13 -1.83 -1.98 3.08  -0.062
H25 -1.04 -1.75 2.60  -0.030
H26 -1.81 -2.94 3.15  0.046

Computed properties:
Total charge: 0
Frontier orbital gap, eV: 10.46
Relative energy (zero: lowest compared OMol25 entry of this formula, charge and spin), kcal per mole: 56.11
E_HOMO, eV: -10.457


4.
H26O13 | ωB97M-V with the def2-TZVPD basis set

Last column: Löwdin charge in e.
Cartesian coordinates (Å):
O1 2.57 -0.39 1.15  -0.041
H1 3.05 -1.22 1.23  0.066
H2 2.27 -0.20 2.05  0.062
O2 -0.01 2.25 1.40  -0.040
H3 -0.60 2.86 0.93  0.045
H4 0.83 2.73 1.46  0.089
O3 -0.64 3.99 -1.22  -0.076
H5 -1.37 4.02 -0.59  0.002
H6 -0.51 3.04 -1.40  -0.006
O4 -0.68 0.11 3.15  -0.061
H7 -0.72 0.53 4.02  0.066
H8 -0.23 0.77 2.57  0.015
O5 1.54 -3.21 -1.12  -0.056
H9 2.39 -3.14 -0.68  0.040
H10 0.87 -3.09 -0.40  0.012
O6 0.17 -2.82 1.26  -0.042
H11 0.71 -3.33 1.88  0.063
H12 -0.73 -2.87 1.63  0.069
O7 -0.75 1.52 -2.57  -0.057
H13 -1.64 1.26 -2.81  0.054
H14 -0.43 0.80 -2.00  0.006
O8 -2.81 2.05 -0.32  -0.038
H15 -3.73 1.90 -0.11  0.054
H16 -2.33 1.54 0.34  0.000
O9 -2.85 -0.41 1.54  -0.067
H17 -2.01 -0.14 1.99  0.006
H18 -3.46 -0.66 2.25  0.054
O10 1.12 -1.59 -3.51  -0.069
H19 1.08 -2.05 -2.66  -0.014
H20 2.05 -1.59 -3.75  0.026
O11 3.90 0.08 -1.42  -0.054
H21 3.47 -0.16 -0.59  -0.021
H22 4.58 0.71 -1.18  0.036
O12 0.12 -0.08 -0.32  -0.054
H23 0.88 -0.65 -0.15  0.028
H24 0.24 0.67 0.28  0.020
O13 -2.17 -1.27 -1.12  -0.087
H25 -2.82 -1.07 -0.45  -0.006
H26 -1.33 -0.90 -0.76  -0.026

Computed properties:
Total charge: 0
Frontier orbital gap, eV: 9.24
Relative energy (zero: lowest compared OMol25 entry of this formula, charge and spin), kcal per mole: 36.37
E_HOMO, eV: -9.906


> Which value of relative energy (zero: lowest compared OMol25 entry of this formula, charge and spin) does entry 2 give?

152.84 kcal per mole


> total charge of number 1 (H26O13)?

0